[1]
70
Properties=species:S:1:pos:R:3:forces:R:3 method="wB97M-V/def2-TZVPD" multiplicity=1 molar_mass_g_mol=433.59 homo_lumo_gap_ev=9.47 lumo_energy_ev=0.1 homo_ev=-9.4 e_tot_ha=-1406.91969
H 1.475 -1.430 -1.203 -0.08 0.12 0.00
C -1.811 -0.790 -0.785 -0.04 0.09 0.03
H -2.912 -2.266 1.997 0.02 -0.01 0.00
C 5.292 -3.737 -1.188 -0.92 0.39 0.22
C 3.983 2.998 3.656 -0.08 -0.07 -0.85
H -5.966 -3.498 -3.071 0.05 0.03 0.02
H -3.486 -0.701 1.408 0.01 0.00 0.01
C -6.102 -3.202 0.069 0.09 -0.07 -0.01
H -0.012 5.709 -2.671 0.01 0.01 0.01
C 3.094 -0.204 -0.465 0.41 -0.56 -0.16
H 5.434 1.310 2.553 0.08 -0.06 0.12
H -7.672 -4.641 0.562 0.02 -0.02 0.00
O 2.043 -4.204 -2.199 -0.69 -0.53 -0.06
H -2.076 -2.855 -0.227 0.01 0.01 -0.01
C -2.706 -1.459 1.295 -0.06 0.09 -0.03
H 3.790 2.148 4.305 0.04 -0.03 0.27
H 4.049 -5.195 -0.548 0.11 -0.59 -0.35
H -8.341 -4.441 -2.074 -0.01 0.02 0.00
C 3.346 -2.471 -1.161 0.05 0.29 -0.06
C 4.998 1.139 0.448 -0.03 -0.97 0.50
H 3.309 3.806 3.924 0.07 0.19 0.19
H 0.408 6.211 0.305 0.00 0.05 -0.03
C 4.694 -2.404 -0.885 0.18 0.19 0.08
C -1.322 4.645 -1.323 -0.03 0.05 0.09
C -7.469 -3.836 -0.142 -0.08 0.08 -0.02
C 4.543 1.293 1.930 0.01 0.52 -0.62
O -0.935 -0.302 0.239 0.02 0.01 -0.05
N 4.196 -4.657 -1.398 -0.05 0.32 -0.07
C 3.032 -3.844 -1.647 0.45 0.68 0.40
H -6.114 -2.398 0.806 0.03 0.03 -0.03
C -1.332 -0.835 1.504 0.08 -0.09 0.01
H -1.216 -1.121 -1.638 0.05 0.03 0.01
C 0.676 5.698 -0.625 -0.04 0.00 0.09
C -2.624 -1.912 -0.160 0.06 -0.12 0.02
C -7.374 -4.297 -1.594 0.07 -0.09 0.03
C 2.530 -1.363 -0.977 -0.17 -0.04 -0.04
C 3.704 2.552 2.208 -0.19 -0.54 0.72
H 1.700 2.464 3.015 -0.07 -0.03 0.16
H -0.932 6.794 -1.623 -0.01 0.00 0.02
H 2.483 0.668 -0.296 -0.14 0.08 0.01
C -0.301 3.591 -0.922 0.05 -0.06 -0.05
H -2.455 0.034 -1.111 -0.02 -0.03 -0.04
H -7.219 -2.353 -2.556 -0.02 -0.03 -0.03
H 3.945 0.430 2.212 0.09 -0.20 0.18
H 6.341 -1.216 -0.173 0.09 0.01 0.00
H 0.057 3.033 -1.793 -0.05 -0.02 -0.01
H 4.002 3.340 1.521 0.07 0.16 -0.08
H 5.022 3.306 3.744 0.08 0.11 0.27
H -3.594 -2.047 -0.635 0.03 0.02 -0.01
H -0.598 -1.589 1.810 -0.03 -0.01 0.05
O 0.805 4.300 -0.351 -0.04 0.06 -0.07
H 1.970 1.239 1.819 -0.03 -0.09 -0.25
H -1.960 4.323 -2.144 0.01 0.00 -0.02
O -5.703 -2.671 -1.199 -0.14 -0.06 0.01
C 5.283 -1.247 -0.387 -0.21 0.02 -0.10
H -6.820 -5.236 -1.654 0.00 0.00 -0.01
O 6.436 -4.021 -1.303 1.01 -0.36 0.20
H -0.685 2.879 -0.190 0.06 -0.02 0.01
C 2.191 2.274 2.063 0.11 0.35 0.27
H 6.082 1.062 0.434 0.17 0.35 -0.19
H 4.669 1.982 -0.149 0.05 0.19 -0.08
C -0.425 5.831 -1.667 0.03 -0.04 -0.10
H -1.334 -0.035 2.245 0.04 0.04 -0.03
H -1.962 4.894 -0.472 0.00 -0.01 0.00
C 4.469 -0.140 -0.155 -0.38 0.17 -0.26
C -6.568 -3.169 -2.224 -0.05 0.09 -0.01
H -8.254 -3.085 -0.038 0.01 0.00 0.01
H -5.362 -3.948 0.381 -0.03 0.00 0.05
H 1.636 6.085 -0.969 0.03 -0.04 0.02
H 1.720 2.950 1.362 -0.12 -0.06 -0.36


[2]
40
Properties=species:S:1:pos:R:3:forces:R:3 method="wB97M-V/def2-TZVPD" multiplicity=1 molar_mass_g_mol=283.40 homo_lumo_gap_ev=8.07 lumo_energy_ev=-0.2 homo_ev=-8.3 e_tot_ha=-1220.30890
H 1.586 -0.345 0.627 -0.68 -0.72 0.58
C -0.167 3.091 0.039 -8.07 14.09 -5.15
S -3.760 1.459 -0.315 -0.46 -3.98 -0.51
H 3.926 1.249 0.043 1.05 1.13 -1.44
N -2.405 -0.699 0.663 -2.31 -0.24 -1.36
C -3.525 -0.552 0.078 3.16 4.46 0.95
C 3.358 -2.186 -0.705 5.06 6.86 -8.06
H 3.675 -1.130 2.003 2.13 1.36 -2.40
H -4.676 -1.855 1.042 -0.35 -2.12 6.98
C 3.436 0.614 0.723 1.70 -7.30 -10.64
C 1.340 1.095 -0.665 2.83 9.45 1.04
H 1.488 -1.218 -1.569 0.49 0.08 -0.05
C -6.948 -1.463 0.041 -0.39 6.78 -1.59
H 5.189 -2.240 0.009 8.93 -9.51 2.62
H 2.779 -2.445 -0.071 -6.94 -5.17 8.12
H -4.505 -2.091 -0.269 1.01 -11.37 -9.85
H -7.035 -2.081 -0.750 0.73 -2.42 -2.88
H 0.308 1.535 1.340 -0.51 0.83 -1.73
H 1.876 1.879 -1.350 -0.56 -1.50 0.93
C 4.577 -1.605 -0.017 -5.24 11.00 -4.82
N -1.548 2.709 -0.312 7.86 -5.06 3.02
O -5.702 -0.549 -0.030 -4.22 -2.50 -0.22
C 0.665 2.237 0.492 8.41 -9.32 5.27
H -7.863 -0.764 -0.221 1.80 -1.10 1.43
C 2.156 0.088 -0.183 1.55 1.48 9.42
H 3.087 -0.315 -1.910 -1.36 -1.12 0.76
C 4.401 -0.519 1.007 -4.63 -2.88 4.74
H 0.497 0.960 -1.079 -5.84 -2.52 -3.54
C -4.617 -1.378 0.214 -3.40 11.14 2.73
H -2.131 3.333 -0.602 -3.63 5.25 -2.23
N -1.613 0.291 0.658 3.62 5.71 -2.24
H -6.993 -1.992 0.907 -0.19 -1.04 2.81
H 5.218 -0.159 1.586 1.15 -0.05 -0.08
H 3.561 -2.855 -1.609 -0.41 1.00 1.57
C -2.102 1.500 -0.108 -0.60 -3.67 3.64
H 1.557 2.568 1.044 -0.34 1.10 -0.85
H 3.199 1.201 1.371 -3.00 5.87 8.38
C 2.423 -0.862 -1.097 4.16 -4.86 -7.67
H 5.304 -0.993 -0.842 -2.15 -0.98 1.00
O -0.012 4.489 -0.184 -0.37 -8.19 1.33


[3]
6
Properties=species:S:1:pos:R:3:forces:R:3 method="wB97M-V/def2-TZVPD" multiplicity=1 molar_mass_g_mol=174.30 homo_lumo_gap_ev=5.43 lumo_energy_ev=-4.4 homo_ev=-9.8 e_tot_ha=-147.23453 charge=+1
H -1.173 0.493 0.713 0.03 -0.25 0.34
H -1.017 0.046 -1.122 0.40 -0.23 0.53
Ba 0.912 1.629 -1.636 -1.08 -1.81 1.66
Li 1.040 -1.872 1.323 -0.92 1.14 -0.78
O 0.759 0.064 0.314 1.89 0.61 -0.08
C -0.522 -0.361 0.409 -0.33 0.53 -1.67


[4]
57
Properties=species:S:1:pos:R:3:forces:R:3 method="wB97M-V/def2-TZVPD" multiplicity=1 molar_mass_g_mol=683.22 homo_lumo_gap_ev=8.74 lumo_energy_ev=2.4 homo_ev=-6.3 e_tot_ha=-3095.91397 charge=-1
H -2.727 -0.660 2.647 0.01 0.07 -0.06
O 4.978 1.276 3.278 -0.04 -0.06 0.07
C 4.111 1.910 -1.269 0.19 -0.04 0.04
H -5.090 2.154 0.263 0.01 -0.01 0.00
C -1.004 -3.188 -3.593 0.01 0.03 0.03
O 1.788 2.162 -1.402 0.21 0.15 -0.32
C 4.789 1.536 0.932 0.13 -0.05 -0.19
C -1.683 1.595 -1.467 -0.10 0.07 0.08
C 5.400 1.751 -1.741 0.12 0.03 0.03
C -0.455 -3.056 1.858 -0.12 -0.06 0.07
Sb -0.749 -0.730 0.050 0.35 -0.72 -0.03
O -1.769 2.351 2.552 -0.24 -0.06 0.12
C -1.690 -3.644 3.839 0.00 0.05 -0.03
H 5.590 1.826 -2.802 0.02 0.00 0.00
C -1.206 -1.891 1.734 -0.16 -0.01 0.26
C -2.423 -2.471 3.730 0.05 -0.03 -0.04
H -4.141 -3.794 -2.473 0.01 0.02 0.01
N 3.863 1.801 0.025 -0.07 -0.05 -0.03
C -1.389 -2.047 -1.503 -0.10 -0.26 -0.02
C 6.400 1.490 -0.808 0.06 -0.01 -0.02
C -4.141 1.986 -0.231 0.05 -0.01 0.03
O -0.061 1.358 1.481 -0.80 0.31 0.39
H -3.627 0.351 1.039 0.01 -0.07 0.04
H -3.361 -2.328 -0.663 0.04 0.02 0.00
H -4.380 3.633 -1.580 0.00 -0.01 0.01
H 6.858 1.167 1.295 0.01 0.00 -0.01
C -2.183 -1.594 2.680 0.08 0.06 0.05
H -1.875 -4.323 4.663 0.01 0.00 -0.02
O 1.176 3.603 1.112 -0.75 0.52 0.39
C 2.864 2.156 -2.111 -0.14 0.06 0.06
C 6.107 1.380 0.548 0.09 0.05 -0.09
O -0.641 4.811 1.698 0.02 0.27 0.09
C -3.135 -3.392 -2.501 0.07 0.03 -0.02
C -0.038 3.779 1.578 0.30 -0.44 -0.21
C -2.090 0.765 -0.422 -0.09 0.58 -0.24
C -2.292 -3.702 -3.562 -0.01 0.03 0.06
H -3.173 -2.224 4.471 0.00 -0.01 -0.01
H -0.113 -4.835 2.999 -0.01 0.01 0.00
H 0.461 -1.976 -2.591 -0.01 0.02 0.03
H -2.639 -4.344 -4.363 0.00 0.01 0.02
C -3.311 0.960 0.208 -0.05 0.13 -0.21
O 2.924 1.306 2.321 0.60 0.12 0.23
C -2.509 2.629 -1.878 -0.01 -0.02 0.00
C -0.550 -2.366 -2.565 -0.08 -0.06 -0.02
H 7.422 1.357 -1.145 0.00 0.00 0.00
C -0.734 2.415 1.947 0.36 -0.40 -0.29
C -0.703 -3.931 2.906 0.02 -0.01 0.01
H 0.334 -3.274 1.148 0.00 0.00 -0.03
S 1.516 -0.765 -0.251 -0.14 0.07 0.04
H -0.710 1.471 -1.934 0.01 0.00 0.00
O 2.989 2.313 -3.313 -0.10 -0.03 0.01
Sc 1.758 1.764 0.669 0.46 -0.26 -0.20
C -2.686 -2.565 -1.480 0.04 0.00 -0.05
C 4.219 1.360 2.333 -0.33 -0.05 -0.05
C -3.740 2.819 -1.264 -0.01 0.02 -0.01
H -2.180 3.292 -2.667 -0.01 0.00 0.00
H -0.346 -3.427 -4.421 0.00 0.01 0.02


[5]
90
Properties=species:S:1:pos:R:3:forces:R:3 method="wB97M-V/def2-TZVPD" multiplicity=1 molar_mass_g_mol=570.17 homo_lumo_gap_ev=8.84 lumo_energy_ev=0.0 homo_ev=-8.8 e_tot_ha=-2248.15744
N 3.259 -2.465 -0.666 0.33 -0.05 -0.12
O -1.969 -1.987 -0.429 -2.21 -0.10 2.40
H -6.311 8.152 3.576 -0.15 0.08 0.01
O 5.687 -1.172 0.162 0.06 -0.11 0.14
H 6.012 -2.663 -1.139 -0.02 0.08 -0.01
H 8.991 -5.980 3.712 -0.08 0.01 -0.06
H -5.223 0.342 -4.382 -0.10 -0.06 0.04
C -3.433 1.512 -4.200 -0.83 0.29 0.15
C -4.900 -0.496 -0.260 -1.02 -0.34 -0.74
H 6.222 0.167 1.596 0.02 -0.02 -0.06
C 5.772 -0.824 1.533 -0.06 0.19 -0.10
H 9.377 -5.599 1.229 0.11 0.04 0.03
H -8.572 7.667 1.436 0.02 0.01 0.02
H -5.065 6.669 1.504 -0.01 0.09 -0.08
H 7.782 -4.024 4.182 0.03 -0.06 0.13
C -6.024 -0.016 0.672 0.64 0.18 0.72
H 4.778 -0.766 1.984 0.05 -0.08 0.13
H 11.330 -5.687 2.749 0.00 0.03 -0.01
H 11.155 -5.362 4.473 -0.05 0.04 0.01
C -4.411 2.497 -0.728 2.40 -1.87 -2.62
H -4.072 -1.733 -4.075 -0.19 0.19 0.19
C -7.192 5.589 2.548 0.02 -0.32 -0.13
O 8.946 -3.574 1.356 0.11 -0.16 -0.09
H -8.233 5.689 2.884 0.00 0.13 -0.01
C 9.351 -5.016 3.340 0.23 0.27 -0.06
C -4.449 1.413 -1.795 -0.40 0.41 -0.36
H 4.378 -4.211 -0.458 0.06 0.04 -0.07
O -3.252 4.304 -3.082 0.99 3.81 -2.42
H -7.535 5.562 0.443 0.02 -0.09 0.07
C -3.422 3.381 -2.435 -0.19 -4.99 2.29
H -4.969 -1.579 -0.332 0.25 -0.11 0.07
N 8.797 -3.965 4.200 -0.21 -0.04 -0.19
H 0.466 -0.888 -0.424 -0.02 -0.13 0.29
H -3.906 -0.262 0.109 0.12 0.07 0.06
H 6.397 -1.527 2.091 -0.03 -0.05 -0.01
H -0.622 -0.439 -3.284 0.10 -0.13 0.16
H -2.250 -0.233 -2.681 -0.14 -0.24 0.18
H -7.627 7.888 -0.037 0.06 -0.02 0.01
H 3.550 -2.550 1.958 0.05 0.04 -0.04
H -6.573 0.845 0.310 -0.07 -0.06 -0.14
C 10.216 -3.213 0.842 -0.12 0.27 0.03
C -1.605 -0.925 -3.228 0.40 -0.05 -0.87
H 3.313 -1.507 -0.325 -0.04 -0.04 0.06
H -1.700 -2.095 -5.020 -0.12 -0.27 0.11
C -7.565 7.608 1.015 -0.16 0.03 -0.11
H -7.775 7.371 4.248 -0.02 0.02 -0.07
H -6.987 4.517 2.477 0.08 0.03 0.02
O -5.072 2.724 0.180 -2.27 0.74 3.29
C 3.870 -3.468 1.466 -0.05 -0.17 0.06
H -4.406 0.617 -5.867 0.12 0.05 -0.12
H -3.863 -1.525 -5.767 -0.13 -0.03 -0.05
H 10.724 -4.063 0.378 0.01 -0.04 0.06
H -2.350 1.379 -4.184 0.04 -0.14 -0.16
H 3.507 -2.386 -1.649 -0.06 -0.09 0.00
C 10.870 -5.018 3.479 0.10 -0.15 0.05
C 5.683 -2.564 -0.100 0.08 -0.17 -0.25
Cl -6.707 -0.090 -2.257 0.20 -0.08 -0.41
H 10.845 -2.783 1.625 0.13 -0.10 -0.04
H -5.234 5.263 0.760 0.02 -0.01 -0.15
C -3.826 1.968 -2.825 0.51 0.25 -1.25
H 6.434 -3.074 0.515 -0.04 0.03 0.08
H -6.712 -0.809 0.940 -0.17 -0.14 -0.29
H -4.332 -0.608 -2.298 -0.43 -0.18 -0.55
C -2.105 -1.159 -4.651 -0.07 1.04 -0.03
C -3.624 -1.062 -4.810 0.29 -0.69 -0.18
H -1.652 -0.390 -5.285 0.05 0.00 -0.07
H 7.803 -5.143 1.864 -0.01 0.07 0.00
C 4.304 -3.231 0.023 -0.02 0.26 0.27
C 8.866 -4.885 1.887 -0.28 -0.13 0.09
H -3.593 2.385 -4.835 0.13 0.14 0.00
H 3.025 -4.157 1.497 -0.01 0.04 -0.03
C -6.995 6.199 1.150 0.12 0.33 0.17
H 0.694 -2.658 -0.455 0.24 0.01 0.08
O -1.503 -2.191 -2.580 -0.03 0.29 0.28
C -5.002 0.020 -1.727 0.45 0.43 2.17
N -5.585 6.218 0.755 -0.03 -0.25 0.13
H -6.943 8.354 1.508 0.03 -0.05 0.04
O -3.306 3.291 -1.055 -0.70 1.69 0.22
H 0.872 -1.676 -1.929 0.10 -0.26 -0.09
C 0.326 -1.799 -1.001 -0.47 0.27 -0.38
H -5.570 0.294 1.613 -0.05 0.09 0.07
H 10.061 -2.445 0.085 -0.06 -0.04 0.00
C -6.689 7.296 4.141 0.27 -0.04 0.03
H 8.997 -3.072 3.757 0.09 -0.01 0.09
H 4.679 -3.907 2.053 0.00 0.03 0.00
O -6.302 6.078 3.536 -0.23 0.07 0.05
H 11.297 -4.024 3.350 -0.06 0.02 -0.04
C -1.146 -1.997 -1.248 1.98 0.12 -2.16
C -4.233 0.354 -4.826 0.34 -0.09 0.06
H -6.240 7.331 5.134 -0.01 -0.06 -0.01


[6]
20
Properties=species:S:1:pos:R:3:forces:R:3 method="wB97M-V/def2-TZVPD" multiplicity=1 molar_mass_g_mol=136.22 homo_lumo_gap_ev=8.28 lumo_energy_ev=0.1 homo_ev=-8.2 e_tot_ha=-746.27441
C 0.263 2.499 0.228 -1.94 -3.60 -2.79
H 1.053 2.521 -0.472 1.19 0.47 -0.26
H -1.529 -2.633 -0.712 0.04 0.57 0.19
H 3.330 -1.012 -0.184 2.51 -2.57 -3.06
H 0.270 -2.617 -0.649 -0.79 -0.12 -0.06
S 0.205 -0.213 -2.172 -0.09 -0.40 -0.32
H -1.851 1.537 0.050 1.97 0.61 -0.84
H 3.471 -0.001 0.892 1.74 1.25 1.19
O 2.885 -0.508 0.399 -4.29 1.34 1.89
O -1.776 -0.668 1.015 -1.01 1.40 1.88
H -2.571 -1.145 0.763 0.64 -0.39 -0.66
C -0.667 -2.391 -0.088 3.29 2.67 -2.74
H 0.415 1.927 1.059 1.22 -0.66 2.70
C -0.817 1.585 -0.509 -2.64 1.50 -1.48
H -0.965 2.121 -1.593 0.02 -1.55 2.63
H -0.288 3.340 0.352 -0.84 2.95 0.76
H 0.140 -0.629 1.248 0.52 -0.76 -1.07
C -0.509 -0.909 0.393 -3.59 -0.03 -1.02
H -0.585 -2.959 0.732 -0.27 -2.28 3.15
C -0.473 0.155 -0.750 2.31 -0.41 -0.10